Record 1
56
Properties=species:S:1:pos:R:3 method="wB97M-V/def2-TZVPD" total_charge=+4
Sn -0.58742 1.27507 1.12634
Se -1.27167 -3.93306 -1.96158
Se -0.36054 -3.70379 0.10148
C 1.10994 -2.54623 -0.45097
C 2.22175 -3.18947 -0.95523
C 3.28531 -2.38667 -1.37109
C 3.15630 -1.01855 -1.25865
C 1.98691 -0.49310 -0.70617
N 0.96259 -1.23437 -0.28367
C -2.74412 -5.00916 -1.57244
C -3.18379 -5.90299 -2.61519
C -4.26619 -6.71420 -2.34919
C -4.86946 -6.60240 -1.10532
C -4.34100 -5.66610 -0.12682
N -3.30095 -4.89797 -0.36006
H 2.27311 -4.26813 -1.03779
H 4.18081 -2.83581 -1.78126
H 3.94311 -0.35316 -1.58811
H 1.88469 0.58222 -0.60316
H -2.66743 -5.94628 -3.56811
H -4.63037 -7.41591 -3.08960
H -5.73653 -7.19997 -0.84647
H -4.81597 -5.57770 0.84518
C 2.20706 1.15015 4.85446
As 0.33570 1.44192 4.69462
C -0.13228 3.24532 5.06728
C -0.67356 0.21763 5.74051
O -0.08333 1.13595 3.03163
H 2.50986 1.40181 5.87189
H 2.73246 1.79270 4.15030
H 2.43100 0.10342 4.65951
H 0.09199 3.45455 6.11429
H -1.19698 3.38577 4.89018
H 0.45632 3.90517 4.43222
H -0.46367 0.41066 6.79356
H -0.37719 -0.79963 5.49404
H -1.73445 0.36779 5.54920
C 1.35604 7.75165 1.65146
C 1.11539 7.71611 0.14941
C 2.35934 7.41451 -0.69464
C -0.14309 6.97998 -0.28325
N -0.24608 5.59641 0.26784
C -1.29222 5.00620 0.84873
N -0.96828 3.74732 1.07425
N 0.28694 3.61095 0.60684
N 0.72779 4.70645 0.11632
H 2.04947 8.55174 1.90248
H 1.84315 6.83134 1.99772
H 0.43572 7.88925 2.22124
H 0.87406 8.72746 -0.17017
H 2.61330 6.35400 -0.63982
H 3.22832 7.94843 -0.31797
H 2.19937 7.63112 -1.74966
H -0.18589 6.89637 -1.36890
H -1.03614 7.49640 0.06365
H -2.22490 5.49095 1.08531



Record 2
106
Properties=species:S:1:pos:R:3 method="wB97M-V/def2-TZVPD" e_above_lowest_kj_mol=2.3 total_charge=+2
Ba -16.25363 1.41147 -15.92008
C -17.03153 1.16505 -12.98018
O -17.77977 0.39089 -13.89911
C -18.95905 -0.21326 -13.37015
C -20.04339 0.83570 -13.14112
N -21.16562 0.08827 -12.58770
C -22.31288 0.94274 -12.27219
C -23.40317 0.07688 -11.72928
O -24.43774 0.57270 -11.25232
C -25.35757 -0.36619 -10.68791
H -16.07275 1.38511 -13.34470
H -16.86132 0.50704 -12.16473
H -17.55671 2.03924 -12.63487
H -18.71062 -0.73431 -12.43874
H -19.38763 -0.95733 -13.97607
H -20.23278 1.45503 -14.03506
H -19.61279 1.48055 -12.31358
H -20.90985 -0.37380 -11.75251
H -22.72698 1.48463 -13.08588
H -22.01648 1.78061 -11.54455
H -23.02662 -0.65300 -11.03155
H -23.80063 -0.52135 -12.51806
H -24.98964 -1.28704 -10.24327
H -25.93372 -0.72636 -11.57536
H -26.07955 0.13572 -10.09288
C -17.27414 -1.90899 -16.94106
O -16.34182 -1.44330 -16.05867
C -15.81441 -2.33051 -15.12548
C -16.85953 -3.06832 -14.31896
N -16.06791 -3.77924 -13.36322
C -16.81888 -4.80107 -12.66189
C -15.84188 -5.49023 -11.67441
O -14.62269 -5.47920 -11.85100
C -14.09349 -6.21132 -12.96567
H -17.50380 -1.16620 -17.68168
H -18.12565 -2.07034 -16.41147
H -16.93286 -2.77278 -17.47177
H -15.25222 -1.69480 -14.46930
H -15.20348 -3.11506 -15.62736
H -17.57768 -3.74628 -14.88558
H -17.45553 -2.30244 -13.82250
H -15.63601 -3.16690 -12.69415
H -17.28751 -5.48757 -13.35728
H -17.75869 -4.49154 -12.15829
H -16.19723 -6.52036 -11.54083
H -15.97394 -5.05693 -10.66401
H -13.02588 -6.17696 -12.85220
H -14.21772 -5.70671 -13.87071
H -14.45430 -7.23962 -12.99719
C -13.30603 1.10364 -13.90365
O -13.91936 0.37746 -14.90589
C -13.05650 -0.55233 -15.52467
C -12.48844 -1.51523 -14.48280
N -11.80077 -2.58728 -15.15968
C -11.56464 -3.65409 -14.19019
C -10.91423 -4.84616 -14.87450
O -10.99074 -5.91201 -14.23362
C -10.07984 -6.89142 -14.60737
H -13.26387 0.51278 -13.02145
H -13.84480 1.98319 -13.65541
H -12.30208 1.38896 -14.21845
H -12.21628 -0.10437 -16.01295
H -13.63522 -1.07913 -16.20443
H -13.31055 -1.95265 -13.92942
H -11.83117 -0.98216 -13.77232
H -10.85898 -2.35568 -15.52736
H -12.52366 -4.07558 -13.88639
H -11.02370 -3.34296 -13.27219
H -9.82890 -4.55677 -15.02119
H -11.43068 -4.98752 -15.92837
H -10.41478 -7.33322 -15.53079
H -10.01051 -7.68193 -13.84957
H -9.07146 -6.54423 -14.62294
C -13.02868 2.76419 -16.82606
O -14.40722 3.08545 -16.76257
C -14.67587 4.08240 -17.69697
C -16.11500 4.36257 -17.73852
N -16.87566 3.15068 -18.17036
C -18.30290 3.37280 -18.15368
C -19.02576 2.04728 -18.00551
O -18.68890 1.19921 -17.17780
C -19.72685 0.35044 -16.73496
H -12.66172 2.58550 -15.79492
H -12.39226 3.58922 -17.16813
H -12.94003 1.95487 -17.51543
H -14.24058 3.94784 -18.71847
H -14.29257 4.98388 -17.19674
H -16.35489 5.08226 -18.53373
H -16.43194 4.73804 -16.75495
H -16.74557 2.98564 -19.21094
H -18.65856 3.78179 -19.13770
H -18.51576 3.96892 -17.31659
H -19.00714 1.54551 -18.95578
H -20.06111 2.39346 -17.89057
H -20.21287 -0.26136 -17.49446
H -20.49166 0.99185 -16.31524
H -19.36107 -0.28126 -15.94112
C -15.96704 0.15129 -19.99062
C -14.77466 0.56387 -19.28935
O -14.81531 0.05548 -17.99641
H -15.93436 -0.92926 -19.95596
H -16.11274 0.48796 -21.02991
H -16.88139 0.43260 -19.49159
H -14.61759 1.61881 -19.28497
H -13.83764 0.14290 -19.73296
H -14.54892 -0.86208 -18.01229



Record 3
84
Properties=species:S:1:pos:R:3 method="wB97M-V/def2-TZVPD" e_above_lowest_kj_mol=0.0 total_charge=-1
C 0.47842 5.73175 -0.34563
C 0.34022 4.26387 0.06750
C -0.60772 3.58941 -0.92711
C 1.73273 3.63964 -0.03445
C -0.21516 4.12566 1.49776
C -0.63207 2.81485 2.03126
O -0.18137 1.73199 1.56117
C -1.54802 2.88045 3.19799
C -2.46634 1.70820 3.62206
C -3.49228 2.13126 4.68815
C -1.64427 0.57323 4.23156
C -3.24304 1.19046 2.40980
C -1.52994 4.01743 3.97960
C -0.83129 5.16241 3.60101
C -0.26963 5.22803 2.32750
H 1.22100 6.25370 0.26711
H 0.81460 5.78472 -1.38839
H -0.48274 6.24973 -0.26647
H -0.73289 2.53092 -0.68128
H -1.58405 4.08919 -0.88967
H -0.20075 3.67320 -1.94309
H 1.70808 2.59060 0.27543
H 2.08287 3.70734 -1.07444
H 2.44313 4.17976 0.60251
H -4.10509 2.97030 4.33564
H -4.15246 1.28032 4.90672
H -3.00404 2.40656 5.63119
H -0.90689 0.20176 3.51095
H -1.11513 0.92162 5.12804
H -2.31091 -0.25723 4.51717
H -2.55547 0.89609 1.60983
H -3.84934 0.32272 2.70865
H -3.90437 1.98571 2.03746
H -2.09327 4.04279 4.91277
H -0.79477 6.02055 4.26865
H 0.11088 6.18962 1.97766
C 2.95142 -3.75897 -4.40279
C 2.88499 -2.26040 -4.08057
C 4.23570 -1.83145 -3.51269
C 2.61833 -1.49131 -5.37655
C 1.75872 -1.95464 -3.06121
C 1.91548 -1.06459 -2.03454
C 0.99035 -0.99730 -0.93215
C 1.30044 -0.23940 0.24445
C 1.24820 -0.81560 1.54717
C 0.08711 -1.45565 2.05953
C 0.19703 -2.23620 3.20127
F -0.92567 -2.90232 3.64464
C 1.37072 -2.35831 3.94446
C 2.48878 -1.64983 3.48828
C 2.41886 -0.83790 2.36674
C -0.16697 -1.82680 -1.02192
C -0.46591 -2.61253 -2.10239
C -1.74242 -3.48018 -2.16430
C -2.77542 -2.82049 -3.08073
C -2.38472 -3.66246 -0.79011
C -1.45474 -4.88424 -2.70611
C 0.41331 -2.51461 -3.27746
O 0.02248 -2.85766 -4.41929
H 2.02683 -4.09264 -4.88202
H 3.79151 -3.95830 -5.08122
H 3.10099 -4.33751 -3.48400
H 4.26386 -0.74895 -3.35778
H 4.41463 -2.33331 -2.55500
H 5.04776 -2.09803 -4.19858
H 2.60576 -0.41422 -5.18047
H 3.39747 -1.70760 -6.11759
H 1.64394 -1.78141 -5.77948
H 2.82592 -0.46412 -1.95588
H 1.98982 0.58315 0.09613
H -0.89079 -1.30401 1.60721
H 1.39286 -2.97680 4.83901
H 3.42883 -1.74339 4.03400
H 3.29385 -0.26095 2.05131
H -0.82907 -1.81720 -0.16256
H -2.37033 -2.73161 -4.09228
H -3.68170 -3.43919 -3.10141
H -3.03812 -1.82587 -2.70333
H -1.68148 -4.12192 -0.08510
H -2.75210 -2.71522 -0.38229
H -3.24617 -4.33220 -0.89675
H -0.74145 -5.40727 -2.05941
H -2.39647 -5.44872 -2.71760
H -1.06107 -4.83851 -3.72327



Record 4
99
Properties=species:S:1:pos:R:3 method="wB97M-V/def2-TZVPD" e_above_lowest_kj_mol=282.0 total_charge=-1
Ti 0.08737 0.33521 -0.44606
C -2.80025 5.03516 -0.61298
C -2.93871 3.75341 0.19418
O -2.83686 2.60100 -0.62957
P -1.38264 2.01523 -1.09840
S -2.01216 0.29699 -2.17204
S 0.00633 2.63304 0.49434
O -0.92957 3.05796 -2.26682
C -1.76447 3.15613 -3.41488
C -1.10691 2.51617 -4.62799
H -2.97145 5.89619 0.02871
H -3.51762 5.04713 -1.43147
H -1.79127 5.08773 -1.01589
H -3.92686 3.69154 0.66898
H -2.15006 3.71218 0.95720
H -1.95273 4.22366 -3.58910
H -2.71481 2.64489 -3.21493
H -0.22465 3.08089 -4.92503
H -1.81376 2.49000 -5.45575
H -0.82129 1.49625 -4.36709
O 1.38226 -0.90332 2.95082
C 0.53293 -0.68121 2.10580
O 0.67400 -0.86090 0.84637
C -0.89644 -0.26135 2.53145
P -1.89464 -0.45290 0.99822
C -1.85846 -2.23731 0.61387
C -1.03700 -3.20699 1.18777
C -1.11826 -4.52179 0.76487
C -2.02463 -4.89064 -0.21616
C -2.84682 -3.92991 -0.78795
C -2.76005 -2.61340 -0.38561
C -3.59962 -0.47847 1.69953
C -3.99165 -1.51085 2.54908
C -5.29779 -1.59355 2.98944
C -6.23036 -0.64961 2.58614
C -5.84298 0.38639 1.75428
C -4.53665 0.46635 1.30310
H -0.89864 0.80925 2.79332
H -1.24278 -0.83548 3.39690
H -0.31843 -2.94169 1.95198
H -0.46759 -5.26339 1.21062
H -2.08252 -5.92047 -0.54287
H -3.56029 -4.20770 -1.55044
H -3.36577 -1.84814 -0.85810
H -3.27497 -2.26547 2.84198
H -5.59879 -2.40272 3.64017
H -7.25690 -0.72512 2.91746
H -6.56669 1.12709 1.44287
H -4.23569 1.24013 0.61592
N 1.48856 0.70629 -1.53065
P 2.28023 -0.13543 -2.53536
N 3.84187 -0.71632 -2.04350
C 3.80626 -1.52648 -0.84225
C 4.98465 -2.51104 -0.87008
C 6.17208 -1.86961 -1.59847
C 6.16514 -0.36489 -1.34739
C 4.91097 0.26286 -1.97360
N 1.62009 -1.57694 -3.13423
C 0.49383 -2.14871 -2.40144
C -0.20241 -3.19590 -3.25853
C 0.73087 -4.38827 -3.51284
C 2.19650 -3.96522 -3.38249
C 2.38617 -2.54400 -3.90632
N 2.65408 0.83068 -3.86554
C 2.60098 2.26677 -3.60754
C 3.71329 3.00182 -4.34262
C 3.55260 2.83412 -5.86138
C 2.78119 1.55092 -6.19239
C 3.09095 0.44246 -5.18796
H 2.85050 -2.05454 -0.78940
H 3.86524 -0.88834 0.05152
H 4.69777 -3.43109 -1.38282
H 5.26241 -2.77041 0.15335
H 6.09275 -2.05290 -2.67166
H 7.10955 -2.31400 -1.25464
H 7.06097 0.10135 -1.76465
H 6.16859 -0.19536 -0.26968
H 5.12630 0.58489 -2.99636
H 4.60967 1.14849 -1.39211
H -0.20290 -1.32820 -2.15807
H 0.80743 -2.61647 -1.45076
H -0.49012 -2.72647 -4.19952
H -1.11422 -3.52584 -2.75759
H 0.55088 -4.78405 -4.51618
H 0.52580 -5.18943 -2.79747
H 2.82867 -4.65243 -3.95030
H 2.50443 -4.00807 -2.33772
H 2.05038 -2.51899 -4.95545
H 3.44098 -2.26093 -3.86924
H 2.67887 2.41663 -2.52731
H 1.63326 2.68024 -3.91160
H 4.67960 2.60616 -4.01939
H 3.68551 4.06148 -4.07441
H 4.53904 2.80776 -6.33185
H 3.01618 3.68781 -6.27867
H 3.03001 1.21233 -7.20295
H 1.70936 1.74705 -6.15570
H 4.17273 0.22568 -5.21378
H 2.56187 -0.46510 -5.48503



| no. | electronic energy (Eh) |
| --- | --- |
| 1 | -8357.25286 |
| 2 | -1951.12343 |
| 3 | -1611.62408 |
| 4 | -4478.80408 |